(1)
ORCA calculation (ωB97M-V with the def2-TZVPD basis set) on an isolated molecule of C4H4O3.

Computed properties:
HOMO (eV): -9.82
DFT total energy (eV): -10353.94901
Net charge: 0
Structure (SMILES): CC(=O)C(=O)C=O
Lowest unoccupied orbital energy (eV): -0.9
Kohn-Sham gap (eV): 8.869

Each line ends with the Löwdin charge.
Cartesian coordinates (Å):
C -1.63 0.28 -0.48  0.01
C -0.37 -0.54 -0.42  -0.38
O -0.06 -1.42 -1.19  0.13
C 0.58 -0.27 0.75  -0.27
O 0.25 -0.40 1.91  0.14
C 2.01 0.16 0.39  -0.15
O 2.26 0.66 -0.67  0.10
H -2.09 0.35 0.51  0.09
H -2.32 -0.16 -1.20  0.09
H -1.37 1.29 -0.81  0.10
H 2.75 0.04 1.21  0.14

(2)
ORCA calculation (ωB97M-V with the def2-TZVPD basis set) on a cluster of 8 separate species, C28H66BF13N4O10 in total.

Computed properties:
HOMO (eV): -9.19
DFT total energy (eV): -92549.31395
Net charge: 0
Lowest unoccupied orbital energy (eV): 0.2
Kohn-Sham gap (eV): 9.431

Each line ends with the Löwdin charge.
Cartesian coordinates (Å):
C 2.60 -0.91 -5.33  -0.04
C 1.90 -1.41 -4.00  -0.34
C 1.06 -2.73 -4.32  -0.20
O 0.37 -3.22 -3.20  -0.19
C -0.62 -4.10 -3.65  -0.13
N 2.93 -1.82 -3.02  0.05
H 3.49 -0.96 -2.94  0.10
H 2.47 -1.82 -2.12  0.07
H 4.15 -3.03 -2.75  0.08
H 3.43 -0.24 -5.05  0.08
H 2.01 -0.47 -6.12  0.06
H 3.11 -1.83 -5.61  0.07
H 1.20 -0.65 -3.62  0.12
H 1.87 -3.44 -4.58  0.12
H 0.39 -2.72 -5.18  0.11
H -1.08 -4.46 -2.74  0.08
H -0.24 -4.98 -4.15  0.08
H -1.27 -3.54 -4.31  0.09
C -2.72 5.34 2.45  -0.03
C -2.25 4.35 3.51  -0.34
C -3.30 3.75 4.44  -0.18
O -2.74 2.88 5.38  -0.16
C -2.78 1.47 5.13  -0.08
N -1.32 3.38 2.92  0.17
H -1.80 2.76 2.09  0.09
H -0.50 3.74 2.43  0.16
H -0.98 2.66 3.62  0.11
H -3.25 4.83 1.65  0.07
H -1.89 5.96 2.18  0.08
H -3.48 6.03 2.80  0.09
H -1.68 4.97 4.22  0.15
H -3.98 3.16 3.84  0.11
H -3.74 4.58 4.99  0.14
H -2.53 1.15 4.12  0.06
H -3.79 1.06 5.25  0.10
H -2.12 0.96 5.78  0.06
C -2.27 4.95 -1.44  -0.03
C -1.56 3.92 -2.31  -0.26
C -0.59 4.47 -3.43  -0.20
O -0.05 3.39 -4.13  -0.20
C 0.57 3.72 -5.36  -0.08
N -0.72 2.95 -1.41  0.21
H -1.33 2.65 -0.55  0.11
H -0.46 2.16 -1.99  0.10
H 0.19 3.37 -1.19  0.14
H -1.55 5.50 -0.84  0.09
H -3.11 4.47 -0.95  0.07
H -2.76 5.67 -2.11  0.09
H -2.26 3.26 -2.82  0.11
H 0.23 5.09 -3.04  0.13
H -1.20 5.05 -4.13  0.13
H -0.19 3.77 -6.16  0.09
H 1.31 2.95 -5.60  0.09
H 1.09 4.68 -5.28  0.09
C -1.43 -1.45 2.64  -0.02
C -0.02 -1.12 2.19  -0.34
C 0.34 -1.91 0.91  -0.19
O 0.34 -3.24 1.33  -0.20
C 0.76 -4.19 0.38  -0.06
N 0.28 0.33 2.04  0.11
H -0.35 0.73 1.36  0.08
H 0.38 1.14 3.18  -0.01
H 1.22 0.41 1.62  0.12
H -1.58 -1.15 3.69  0.08
H -1.62 -2.52 2.57  0.09
H -2.17 -0.95 2.02  0.06
H 0.65 -1.53 2.93  0.10
H 1.30 -1.57 0.50  0.11
H -0.37 -1.76 0.07  0.14
H 0.13 -4.09 -0.50  0.08
H 0.44 -5.14 0.77  0.09
H 1.84 -4.13 0.28  0.07
C 1.30 1.06 4.91  -0.34
O 1.24 -0.34 4.70  -0.09
O 0.43 1.67 4.05  -0.05
C 0.94 1.35 6.38  -0.58
F -0.12 0.61 6.64  0.16
F 1.90 0.83 7.19  0.12
F 0.77 2.60 6.79  0.18
C 2.44 -0.96 5.23  -0.22
C 2.80 -2.25 4.47  -0.06
H 3.60 -2.74 5.04  0.08
H 2.03 -3.00 4.56  0.07
H 3.09 -2.07 3.44  0.08
H 2.23 -1.17 6.27  0.12
H 3.29 -0.25 5.11  0.12
H 2.39 1.44 4.80  0.18
C 4.45 -4.69 -1.74  -0.34
O 3.29 -5.40 -1.61  -0.08
O 4.64 -3.93 -2.96  -0.05
C 4.62 -3.84 -0.41  -0.69
F 3.80 -2.89 -0.22  0.21
F 4.50 -4.78 0.51  0.16
F 5.79 -3.31 -0.25  0.20
C 3.17 -6.29 -2.73  -0.20
C 1.84 -7.04 -2.36  -0.04
H 1.62 -7.87 -3.04  0.07
H 1.96 -7.45 -1.35  0.08
H 1.05 -6.28 -2.37  0.06
H 3.96 -7.01 -2.83  0.11
H 3.25 -5.64 -3.61  0.11
H 5.42 -5.32 -1.82  0.18
C -3.09 1.45 0.23  -0.35
O -3.22 1.89 -1.10  -0.13
O -2.08 2.23 0.79  -0.21
C -4.53 1.61 0.92  -0.55
F -5.16 2.66 0.53  0.20
F -5.32 0.55 0.55  0.10
F -4.50 1.55 2.27  0.13
C -3.89 0.93 -1.94  -0.21
C -3.96 1.33 -3.41  -0.05
H -3.06 1.39 -3.98  0.06
H -4.40 0.49 -3.94  0.08
H -4.50 2.29 -3.48  0.09
H -4.90 0.82 -1.58  0.11
H -3.31 0.04 -1.74  0.12
H -2.93 0.35 0.26  0.14
B 1.78 0.94 -1.31  -1.23
F 2.30 1.59 -2.45  0.10
F 1.76 1.88 -0.18  0.04
F 0.44 0.55 -1.63  0.07
F 2.48 -0.16 -0.96  0.16

(3)
ORCA calculation (ωB97M-V with the def2-TZVPD basis set) on a structure of composition C11H11CrNO6S.

Computed properties:
HOMO (alpha / beta) (eV): -5.32 / -5.02
DFT total energy (eV): -64619.19366
Net charge: -1
Lowest unoccupied orbital energy (alpha / beta) (eV): 2.7 / 2.7
Kohn-Sham gap (alpha / beta) (eV): 8.049 / 7.752
2S+1: 2

Each line ends with the Löwdin charge.
Cartesian coordinates (Å):
Cr -2.08 -0.87 0.23  0.79
N -1.86 0.92 1.34  -0.04
C -2.67 2.03 0.83  -0.22
C -2.21 2.43 -0.56  -0.10
C -2.31 1.33 -1.62  -0.59
O -2.12 1.61 -2.79  0.07
O -2.62 0.13 -1.20  -0.14
H -2.18 0.59 2.25  0.10
H -0.88 1.18 1.41  0.10
H -2.62 2.90 1.50  0.11
H -3.70 1.69 0.79  0.13
H -1.16 2.75 -0.54  0.12
H -2.79 3.28 -0.93  0.12
O -4.57 -1.68 0.82  -0.33
S -3.48 -2.56 1.23  0.32
O -3.80 -3.72 2.00  -0.29
O -2.62 -2.82 0.01  -0.39
O -2.49 -1.60 1.97  -0.44
C -0.12 -0.79 0.01  -0.05
C 1.08 -0.73 -0.16  -0.11
C 2.50 -0.65 -0.37  -0.26
C 3.38 -1.30 0.49  -0.05
C 4.75 -1.22 0.30  -0.10
C 5.27 -0.48 -0.76  -0.12
C 4.40 0.17 -1.62  -0.10
C 3.03 0.09 -1.43  -0.04
H 2.98 -1.88 1.32  0.11
H 5.42 -1.73 0.98  0.09
H 6.34 -0.41 -0.91  0.09
H 4.78 0.75 -2.46  0.09
H 2.34 0.59 -2.11  0.11

(4)
ORCA calculation (ωB97M-V with the def2-TZVPD basis set) on a structure of composition C47H46I2N5O3PRe.

Computed properties:
HOMO (alpha / beta) (eV): -6.34 / -7.75
DFT total energy (eV): -90699.70647
Net charge: 0
Lowest unoccupied orbital energy (alpha / beta) (eV): 0.0 / -0.3
Kohn-Sham gap (alpha / beta) (eV): 6.388 / 7.494
2S+1: 4

Each line ends with the Löwdin charge.
Cartesian coordinates (Å):
Re 0.36 -0.55 0.12  1.48
I 7.64 2.17 0.77  0.85
C 5.75 1.50 0.21  -0.75
C 5.30 1.69 -1.08  -0.24
C 4.03 1.25 -1.43  -0.63
I 3.39 1.59 -3.38  1.03
C 3.17 0.62 -0.52  -0.44
O 1.94 0.30 -0.90  -0.35
C 3.68 0.39 0.78  -0.19
C 2.89 -0.31 1.84  -0.15
N 2.10 -1.44 1.30  -0.15
C 2.95 -2.43 0.63  -0.12
C 2.28 -3.12 -0.53  -0.27
C 2.83 -4.29 -1.03  -0.02
C 2.23 -4.90 -2.12  -0.04
C 1.09 -4.33 -2.65  -0.03
C 0.60 -3.17 -2.09  -0.11
N 1.19 -2.57 -1.05  0.06
C 4.95 0.83 1.12  -0.12
H 5.92 2.19 -1.82  0.08
H 3.58 -0.67 2.61  0.13
H 2.19 0.38 2.31  0.08
H 1.61 -1.88 2.08  0.10
H 3.83 -1.92 0.25  0.14
H 3.31 -3.18 1.35  0.14
H 3.71 -4.72 -0.57  0.12
H 2.63 -5.82 -2.53  0.11
H 0.57 -4.77 -3.49  0.11
H -0.31 -2.69 -2.45  0.10
H 5.32 0.64 2.12  0.10
O -3.50 -2.48 -2.01  0.06
C -2.92 -1.45 -1.70  -0.59
O -1.65 -1.27 -1.65  -0.25
C -3.67 -0.19 -1.38  -0.13
C -5.05 -0.18 -1.32  0.00
C -5.73 1.01 -1.09  -0.07
C -5.01 2.19 -0.95  -0.07
C -3.62 2.18 -1.02  -0.08
C -2.93 0.98 -1.21  -0.24
P -1.10 0.83 -1.40  1.01
C -0.84 0.61 -3.19  -0.34
C -1.73 1.21 -4.09  -0.07
C -1.57 1.03 -5.45  -0.07
C -0.53 0.26 -5.94  -0.08
C 0.36 -0.33 -5.06  -0.09
C 0.20 -0.16 -3.69  -0.15
C -0.55 2.63 -1.31  -0.31
C 0.19 3.21 -2.34  -0.12
C 0.61 4.53 -2.27  -0.09
C 0.29 5.31 -1.17  -0.11
C -0.43 4.75 -0.13  -0.09
C -0.83 3.42 -0.20  -0.13
H -5.57 -1.12 -1.46  0.12
H -6.81 1.02 -1.03  0.10
H -5.52 3.12 -0.80  0.10
H -3.10 3.12 -0.94  0.09
H -2.54 1.82 -3.72  0.11
H -2.27 1.50 -6.14  0.10
H -0.41 0.12 -7.01  0.10
H 1.18 -0.93 -5.43  0.10
H 0.91 -0.61 -3.00  0.06
H 0.45 2.63 -3.21  0.06
H 1.18 4.95 -3.09  0.10
H 0.60 6.35 -1.12  0.10
H -0.68 5.34 0.75  0.11
H -1.39 3.01 0.62  0.07
C 0.08 -4.37 1.73  -0.05
C -1.42 -4.16 1.53  -0.37
C -1.79 -4.01 0.07  -0.06
C -1.96 -3.06 2.42  -0.13
C -2.88 -3.48 3.38  -0.05
C -3.43 -2.63 4.31  -0.09
C -3.01 -1.32 4.32  -0.06
C -2.09 -0.82 3.40  -0.15
C -1.60 0.58 3.69  -0.38
C -0.23 0.53 4.36  -0.05
C -1.61 1.57 2.54  -0.10
C -1.59 -1.68 2.37  -0.22
N -0.74 -1.19 1.40  -0.13
H 0.45 -5.18 1.10  0.08
H 0.32 -4.60 2.77  0.09
H 0.62 -3.47 1.45  0.02
H -1.90 -5.08 1.89  0.12
H -1.37 -3.11 -0.36  0.02
H -2.87 -3.96 -0.05  0.09
H -1.43 -4.86 -0.51  0.09
H -3.16 -4.52 3.38  0.11
H -4.15 -2.99 5.04  0.10
H -3.39 -0.64 5.07  0.11
H -2.30 0.97 4.44  0.12
H 0.53 0.17 3.66  0.05
H -0.24 -0.15 5.22  0.08
H 0.07 1.51 4.72  0.07
H -0.74 1.44 1.90  0.01
H -1.58 2.59 2.93  0.09
H -2.51 1.46 1.93  0.08
N 2.52 4.56 0.98  0.08
C 2.29 4.56 2.33  -0.09
C 1.71 3.35 2.59  -0.14
N 1.59 2.62 1.43  0.07
C 2.07 3.38 0.49  -0.22
H 2.91 5.31 0.43  0.15
H 2.56 5.38 2.96  0.10
H 1.39 2.97 3.55  0.08
H 2.11 3.14 -0.56  0.11

Q: Which max |F| values were calculated for the entries above? A: 0.6; 3.9; 0.3; 0.9, in eV Å⁻¹.